Record 1
Density functional theory data (the ωB97M-V functional and the def2-TZVPD basis) for a cluster of 2 separate species, C9H11BrNS in total at a distorted geometry.

The geometry in XYZ format:
```
23
Properties=species:S:1:pos:R:3:nbo_charge:R:1
C -3.1770 1.5058 -0.4022 -0.18
C -2.5829 1.5921 0.8081 -0.19
C -2.5713 1.0411 -1.6262 -0.18
C -1.2002 1.3302 0.7611 -0.32
C -1.2865 0.6713 -1.6761 -0.28
C -0.6261 0.8217 -0.3980 0.18
C 1.5388 -1.9542 0.9376 -0.25
C 2.3411 -2.3103 -0.2727 -0.54
C 1.5240 0.2548 -0.1926 -0.15
N 1.6822 -0.4880 1.1223 -0.62
S 1.7726 -0.9895 -1.4551 0.30
Br 2.8481 1.8368 0.0257 0.06
H -4.2624 1.8245 -0.4995 0.24
H -3.0686 1.9737 1.7008 0.25
H -3.1356 0.9061 -2.4996 0.24
H -0.5708 1.6542 1.5626 0.22
H -0.8146 0.4266 -2.6582 0.26
H 0.4860 -1.9745 0.8126 0.24
H 1.7729 -2.5754 1.7964 0.26
H 3.4343 -2.0591 -0.1955 0.25
H 2.1755 -3.2852 -0.9029 0.30
H 1.0251 -0.0396 1.8010 0.46
H 2.6954 -0.1630 1.4505 0.46
```

Results
ΔE to the lowest compared entry with this formula, charge and spin = 257.0 kJ/mol
Frontier orbital gap = 8.71 eV
Highest occupied orbital energy = -12.68 eV
Net charge = +1



Record 2
Density functional theory data (the ωB97M-V functional and the def2-TZVPD basis) for an isolated molecule of C9H11BrO at a distorted geometry.

The geometry in XYZ format:
```
22
Properties=species:S:1:pos:R:3:nbo_charge:R:1
C 0.6380 -2.4128 0.6496 -0.41
C 0.6536 -0.7749 -1.4785 -0.40
C 1.2436 -1.3585 -0.2446 -0.23
C 0.7029 -1.0147 1.1569 -0.22
C -0.5616 0.0739 -1.0881 -0.22
C -0.4710 -0.1046 1.2117 -0.18
C -0.5273 0.9669 0.1128 -0.05
C -1.4268 -0.2176 0.0286 -0.16
C -0.7301 2.4665 0.1665 -0.08
O 0.6038 2.9652 0.2847 -0.71
Br -3.2392 -0.1456 -0.0305 0.09
H -0.2975 -2.7660 0.3653 0.21
H 1.2726 -3.2195 1.0991 0.21
H 1.4976 -0.3144 -1.9112 0.23
H 0.1911 -1.6468 -2.2272 0.19
H 2.3339 -1.5655 -0.1382 0.22
H 1.5533 -0.8809 1.9214 0.22
H -0.8974 0.5983 -2.0316 0.23
H -0.8210 0.0269 2.1288 0.23
H -1.3016 2.6904 1.0816 0.19
H -1.0004 2.9080 -0.8329 0.19
H 0.5836 3.7257 -0.2242 0.46
```

Results
ΔE to the lowest compared entry with this formula, charge and spin = 274.5 kJ/mol
Frontier orbital gap = 9.49 eV
SMILES = OC[C@]12[C@@H]3[C@H]4C[C@H]4C[C@H]1[C@]32Br
Highest occupied orbital energy = -8.73 eV
Net charge = 0



Record 3
Density functional theory data (the ωB97M-V functional and the def2-TZVPD basis) for an isolated molecule of C9H11Cl3N6O3 at a distorted geometry.

The geometry in XYZ format:
```
32
Properties=species:S:1:pos:R:3:nbo_charge:R:1
O 0.7372 3.9540 -0.7483 -0.63
O 3.9168 1.0427 -1.9588 -0.62
Cl -4.6927 -4.4309 3.0094 0.04
Cl -1.8221 -4.1077 3.0184 0.03
Cl -3.2602 -4.3317 0.4897 0.02
N -2.2539 -0.1738 1.0189 -0.41
O -4.5183 -1.6554 1.4642 -0.70
C 1.1341 2.8053 -0.9583 0.62
C 2.8025 1.2733 -1.5361 0.79
C 0.3576 1.7159 -0.4134 -0.05
C 0.8542 0.4507 -0.4994 0.37
C -1.1739 0.3383 0.4969 0.53
N -0.8645 1.6548 0.2723 -0.56
N -0.0716 -0.3989 0.0854 -0.60
N 2.3203 2.5775 -1.5874 -0.43
N 2.0384 0.1772 -1.1308 -0.41
N -2.3319 -1.5296 1.3346 -0.52
C 3.1446 3.7211 -2.0132 -0.41
C 2.5764 -1.1707 -1.0363 -0.41
C -3.3007 -3.6803 2.1628 -0.10
C -3.4008 -2.1564 2.1430 0.19
H -4.0995 -0.8832 1.0176 0.50
H -1.4835 2.4901 0.4727 0.46
H -0.1815 -1.3551 -0.1699 0.42
H -1.4681 -2.0551 1.2778 0.35
H 3.5948 4.2218 -1.1033 0.21
H 2.5687 4.4654 -2.5298 0.23
H 3.9916 3.4427 -2.6233 0.24
H 1.7792 -1.9393 -1.0921 0.20
H 3.1659 -1.3559 -0.1255 0.21
H 3.2302 -1.3073 -1.9169 0.25
H -3.2894 -1.7996 3.1790 0.17
```

Results
Frontier orbital gap = 7.38 eV
SMILES = Cn1c(=O)c2[nH]/c(=N/N[C@@H](O)C(Cl)(Cl)Cl)[nH]c2n(C)c1=O
Highest occupied orbital energy = -7.34 eV
Net charge = 0



Record 4
Density functional theory data (the ωB97M-V functional and the def2-TZVPD basis) for a cluster of 2 separate species, C9H11ClO2S in total at a distorted geometry.

The geometry in XYZ format:
```
24
Properties=species:S:1:pos:R:3:nbo_charge:R:1
C -1.9636 1.6109 -0.1802 -0.55
C -0.9960 0.9431 -1.1256 -0.23
C -3.1633 0.7998 0.1335 0.60
C 2.3605 1.0330 0.7505 0.74
C -2.8824 -0.6920 0.0603 -0.49
C -1.3719 -0.9147 0.3588 -0.47
C -0.6906 -0.2967 -0.7623 -0.08
C 3.5156 0.4464 0.8458 -0.56
C 3.7804 -0.9592 0.2899 -0.29
O -4.2566 1.2964 0.4464 -0.53
O 1.3583 1.6253 0.5804 -0.46
S 0.5150 -1.3417 -1.6090 0.02
Cl 4.3604 -0.6222 -1.4528 -0.13
H -2.1434 2.5411 -0.5250 0.24
H -0.5816 1.5671 -1.8988 0.23
H -3.4644 -1.1096 0.9058 0.23
H -3.2755 -1.1511 -0.7172 0.23
H -1.2624 -0.3381 1.2446 0.23
H -1.0483 -1.9117 0.3598 0.22
H -1.4117 1.8632 0.8250 0.24
H 4.3041 0.9751 1.2058 0.26
H 4.7060 -1.3694 0.6415 0.23
H 3.0426 -1.6419 0.3369 0.21
H 0.5687 -2.3533 -0.7144 0.12
```

Results
ΔE to the lowest compared entry with this formula, charge and spin = 0.0 kJ/mol
Frontier orbital gap = 9.01 eV
SMILES = O=C1CC=C(S)CC1.O=C=CCCl
Highest occupied orbital energy = -8.64 eV
Net charge = 0



Record 5
Density functional theory data (the ωB97M-V functional and the def2-TZVPD basis) for an isolated molecule of C9H11FN2 at a distorted geometry.

The geometry in XYZ format:
```
23
Properties=species:S:1:pos:R:3:nbo_charge:R:1
C -2.2992 -1.1500 -0.0384 0.28
C -1.6209 2.2038 -0.3996 -0.22
C -0.6086 2.2722 0.6553 -0.20
C -1.8749 1.0420 -1.0302 -0.14
C 0.0829 1.2276 1.0290 -0.24
C -1.3334 -0.3263 -0.6110 -0.41
C 0.0085 -0.1874 0.4748 0.53
C 1.1694 -2.1140 -0.4706 -0.43
C 2.4884 -0.1327 0.1036 -0.40
N -3.1344 -1.7822 0.4408 -0.30
N 1.1698 -0.6718 -0.3144 -0.47
F -0.1559 -1.0189 1.5799 -0.37
H -2.2002 3.0444 -0.8593 0.23
H -0.5397 3.3059 1.0785 0.22
H -2.7160 1.0288 -1.6753 0.21
H 0.6313 1.5276 1.9779 0.24
H -0.8057 -0.8784 -1.3774 0.28
H 1.7833 -2.3895 -1.4204 0.21
H 1.6172 -2.4979 0.5268 0.19
H 0.1401 -2.4842 -0.4152 0.21
H 3.2618 -0.3130 -0.5818 0.21
H 2.2689 0.8383 0.2474 0.20
H 2.6673 -0.5442 1.0796 0.17
```

Results
ΔE to the lowest compared entry with this formula, charge and spin = 124.4 kJ/mol
Frontier orbital gap = 9.39 eV
SMILES = CN(C)[C@@]1(F)C=CC=C[C@@H]1C#N
Highest occupied orbital energy = -9.15 eV
Net charge = 0



Record 6
Density functional theory data (the ωB97M-V functional and the def2-TZVPD basis) for a cluster of 2 separate species, C9H11IN3O in total.

The geometry in XYZ format:
```
25
Properties=species:S:1:pos:R:3:nbo_charge:R:1
C 3.9480 -1.2324 0.4876 -0.27
C 2.8309 -2.0317 0.2492 -0.15
C 3.5423 0.0825 0.4090 0.00
C 1.7552 -1.1780 0.0299 -0.07
C 0.3775 -1.4829 -0.1863 0.67
C 1.4284 1.2985 -0.0920 -0.27
C -1.8967 -0.3487 -0.3233 -0.23
C -2.3042 1.1339 -0.3188 -0.24
C -0.0197 0.9598 -0.1642 0.57
N 2.2194 0.1185 0.1391 -0.30
N -0.4412 -0.2868 -0.2334 -0.39
N -1.0167 1.8166 -0.1951 -0.50
O -0.1633 -2.5447 -0.3021 -0.49
I -6.4337 -0.0070 0.1204 -0.12
H 4.9421 -1.5703 0.6995 0.25
H 2.7834 -3.1023 0.2398 0.25
H 4.1111 0.9824 0.5329 0.23
H 1.7198 1.7700 -1.0456 0.26
H 1.6107 2.0363 0.7011 0.26
H -2.2948 -0.9109 0.5260 0.25
H -2.1886 -0.8819 -1.2322 0.25
H -2.8037 1.4355 -1.2419 0.23
H -2.9510 1.3884 0.5238 0.24
H -0.9519 2.8212 -0.1545 0.44
H -7.8034 -0.2660 0.8309 0.13
```

Results
ΔE to the lowest compared entry with this formula, charge and spin = 0.0 kJ/mol
Frontier orbital gap = 8.53 eV
Highest occupied orbital energy = -12.44 eV
Net charge = +1



Record 7
Density functional theory data (the ωB97M-V functional and the def2-TZVPD basis) for the ion C9H11N2O with charge +1 at a distorted geometry.

The geometry in XYZ format:
```
23
Properties=species:S:1:pos:R:3:nbo_charge:R:1
C -2.7206 0.6644 1.1291 -0.20
C -1.8680 1.8858 1.4800 -0.11
C -1.9161 -0.3616 0.8546 -0.16
C -0.5625 1.4744 1.4791 -0.10
C 0.6906 2.2573 0.8459 0.70
C 0.5825 0.0321 -0.0188 0.62
C -0.4203 -0.0085 1.0743 -0.41
C 1.8873 -0.6091 -1.8788 -0.44
C 0.3192 -2.2741 -0.8593 -0.42
N 1.1156 1.2818 -0.1536 -0.61
N 1.0977 -1.0289 -0.6901 -0.32
O 1.2406 3.2775 1.0603 -0.45
H -3.8218 0.4917 1.2787 0.27
H -2.0855 2.8650 1.5922 0.24
H -2.1877 -1.4583 0.6748 0.24
H -0.0621 -0.5268 2.0229 0.31
H 1.9684 -1.5474 -2.4513 0.24
H 1.4228 0.1271 -2.4934 0.23
H 2.8885 -0.3526 -1.3828 0.24
H -0.0768 -2.6553 0.0842 0.23
H -0.5094 -2.2692 -1.5744 0.23
H 1.1826 -2.8758 -1.2616 0.23
H 1.8348 1.6102 -0.8120 0.45
```

Results
ΔE to the lowest compared entry with this formula, charge and spin = 185.4 kJ/mol
Frontier orbital gap = 9.12 eV
SMILES = C[N+](C)=C1NC(=O)C2=CC=C[C@H]21
Highest occupied orbital energy = -13.32 eV
Net charge = +1



Record 8
Density functional theory data (the ωB97M-V functional and the def2-TZVPD basis) for the ion C9H11N2O with charge +1 at a distorted geometry.

The geometry in XYZ format:
```
23
Properties=species:S:1:pos:R:3:mulliken_spin:R:1
C -0.9814 -0.8320 -2.6963 -0.11
C 0.2960 -0.4713 -2.2867 0.21
C -2.0298 -0.9754 -1.7843 0.25
C 0.4799 -0.0202 -1.0344 -0.11
C -1.8668 -0.4399 -0.4236 -0.15
C -0.5429 0.0654 -0.0469 0.26
C 2.0448 -0.0537 1.5900 0.30
C -2.7571 -0.9154 0.5347 0.59
C 1.0143 0.8219 1.6115 0.14
N -0.3323 0.5256 1.2168 0.04
N 1.3472 2.2107 1.5352 0.39
O 3.2678 0.4945 1.5702 0.11
H -1.2232 -0.9673 -3.7701 0.00
H 1.0179 -0.4224 -2.9901 0.02
H -2.9688 -1.3705 -2.0395 0.01
H 1.4542 0.1436 -0.5328 0.00
H 1.9858 -1.0988 1.4527 0.01
H -2.5289 -0.8520 1.5680 0.04
H -3.6134 -1.4940 0.2388 0.01
H -0.9475 0.3802 2.0637 0.00
H 2.3817 2.4145 1.7304 -0.01
H 0.5900 2.9597 1.2884 -0.01
H 3.9126 -0.1031 1.2044 0.00
```

Results
2S+1 = 3
ΔE to the lowest compared entry with this formula, charge and spin = 0.0 kJ/mol
Frontier orbital gap (spin up / spin down) = 6.79 / 4.86 eV
Highest occupied orbital energy (spin up / spin down) = -10.16 / -11.80 eV
Net charge = +1



Record 9
Density functional theory data (the ωB97M-V functional and the def2-TZVPD basis) for the ion C9H11N2O3S with charge -1 at a distorted geometry.

The geometry in XYZ format:
```
26
Properties=species:S:1:pos:R:3:nbo_charge:R:1
C -0.8629 -0.2770 -1.4968 -0.26
C -1.1639 0.9785 -2.0632 -0.27
C -0.1452 1.9715 -0.1489 -0.30
C 0.1938 0.7552 0.4078 -0.16
C -0.1492 -0.3852 -0.3158 0.09
C -0.8980 2.1329 -1.3269 0.11
C 1.0148 0.5847 1.5954 0.27
C 0.5011 -0.0626 2.8775 -0.68
C 0.4563 -2.9214 -0.4705 -0.43
N 0.5451 -1.5391 0.0959 -0.68
N -1.3241 3.2847 -1.9129 -0.18
O -1.2484 4.4932 -1.4939 -0.74
O 2.4072 -2.0882 1.7612 -0.98
O 1.7803 1.7346 1.9962 -0.69
S 2.0869 -1.1073 0.6838 1.22
H -0.9907 -1.1305 -2.0980 0.19
H -1.8439 0.8700 -2.8895 0.19
H 0.1441 2.8830 0.3651 0.22
H 1.1616 -0.8322 3.2096 0.25
H -0.4816 -0.5603 2.6304 0.23
H 0.6005 0.6282 3.6775 0.23
H 0.4838 -3.6362 0.4169 0.22
H -0.5489 -2.9777 -1.0414 0.21
H 1.3654 -2.9951 -1.1862 0.19
H -2.0647 3.1291 -2.6255 0.30
H 1.8517 2.1798 1.2102 0.47
```

Results
ΔE to the lowest compared entry with this formula, charge and spin = 356.5 kJ/mol
Frontier orbital gap (spin up / spin down) = 4.70 / 4.70 eV
Highest occupied orbital energy (spin up / spin down) = -1.62 / -1.63 eV
Net charge = -1



Record 10
Density functional theory data (the ωB97M-V functional and the def2-TZVPD basis) for the ion C9H11N2S with charge +1 at a distorted geometry.

The geometry in XYZ format:
```
23
Properties=species:S:1:pos:R:3:nbo_charge:R:1
C -3.7403 -0.0644 -0.1328 -0.15
C -3.1135 0.7761 0.8628 -0.20
C -2.8824 -0.9138 -0.9039 -0.20
C -1.7357 0.7404 1.0333 -0.18
C -1.5021 -0.9273 -0.6958 -0.19
C -0.8665 -0.0172 0.1995 -0.13
C 1.3346 1.1097 -0.0724 -0.15
C 0.6024 0.0849 0.3515 -0.10
C 3.5706 0.2751 -0.2337 0.39
N 2.7707 1.1693 0.2419 -0.53
N 3.1426 -0.6294 -1.0604 -0.70
S 1.3421 -1.2248 1.2946 0.04
H -4.7763 -0.0628 -0.3171 0.22
H -3.8280 1.3507 1.3155 0.23
H -3.2621 -1.5745 -1.5549 0.22
H -1.3813 1.4774 1.7456 0.22
H -0.8549 -1.5279 -1.4393 0.22
H 1.2293 1.8371 -0.8074 0.25
H 4.6584 0.4486 0.0463 0.25
H 2.9779 1.7318 1.0414 0.44
H 2.1803 -0.6104 -1.2109 0.43
H 3.7794 -1.3720 -1.2534 0.44
H 0.3546 -2.0766 1.5496 0.19
```

Results
ΔE to the lowest compared entry with this formula, charge and spin = 79.0 kJ/mol
Frontier orbital gap = 9.14 eV
SMILES = [NH2+]=CN/C=C(\S)c1ccccc1
Highest occupied orbital energy = -12.29 eV
Net charge = +1